No. 1
ORCA calculation (ωB97M-V/def2-TZVPD) on a 12-piece molecular cluster, C4H35N3O11 overall at a distorted geometry.

Output
- net charge = +2

Element x y z (Å)
C 0.410 0.334 1.149
C 0.149 0.896 -0.216
C -1.149 0.397 -0.755
C -2.310 1.065 -0.548
N -3.583 0.484 -0.767
N -0.938 -0.755 -1.735
N 1.728 0.894 1.789
H -0.449 0.757 1.676
H 0.449 -0.782 1.036
H 0.023 2.004 -0.243
H 1.033 0.528 -0.843
H -2.358 2.142 -0.270
H -4.286 1.115 -0.655
H -3.823 -0.295 -1.371
H -0.566 -1.685 -1.376
H -0.331 -0.392 -2.579
H -1.808 -1.088 -2.236
H 2.408 0.529 1.223
H 1.765 1.984 1.688
H 1.812 0.791 2.852
H 2.450 -0.698 -3.376
H 1.596 -2.041 -3.693
O 1.905 -1.398 -3.067
H 4.051 -2.968 -1.589
H 2.845 -2.140 -1.644
O 3.491 -2.345 -0.969
H -0.160 -3.852 -2.266
H -0.563 -3.870 -3.649
O -0.675 -3.413 -2.769
H 2.019 -3.095 -0.493
H 0.976 -3.698 0.566
O 1.198 -3.658 -0.401
H 0.741 0.679 5.001
H -0.306 1.297 3.764
O 0.470 0.709 4.097
H 1.692 4.411 1.525
H 2.933 4.269 0.872
O 2.206 3.615 1.073
H -1.967 -3.051 -0.130
H -2.798 -3.140 0.967
O -2.407 -2.475 0.534
H -2.353 1.087 2.946
H -2.099 1.980 4.160
O -1.775 1.855 3.267
H 3.704 1.569 -3.537
H 2.812 1.133 -4.513
O 3.039 0.918 -3.614
H -3.801 0.135 1.552
H -2.613 -0.830 1.336
O -2.792 0.004 1.655
H -0.555 3.196 0.901
H -1.144 3.327 2.044
O -0.294 3.564 1.632

---

No. 2
ORCA calculation (ωB97M-V/def2-TZVPD) on a 12-piece molecular cluster, C4H35N3O12 overall at a distorted geometry.

Output
- net charge = 0

Element x y z (Å)
N -1.360 0.704 -2.866
C -0.016 0.468 -2.277
N -0.012 0.183 -0.807
C 0.021 1.454 -0.085
C -0.199 1.162 1.402
N -1.350 0.389 1.692
C -1.688 0.223 3.121
O -3.016 0.578 3.389
H -1.905 0.020 -3.109
H -1.833 1.456 -2.374
H 0.528 1.352 -2.699
H 0.273 -0.452 -2.804
H -0.836 -0.419 -0.534
H -0.614 2.396 -0.334
H 1.069 1.936 -0.358
H -0.163 2.040 1.931
H 0.638 0.556 1.796
H -1.254 -0.494 1.170
H -1.036 0.833 3.734
H -1.754 -0.859 3.514
H -3.248 1.436 2.937
O 4.023 0.631 -1.111
H 4.478 0.234 -1.781
H 2.996 0.373 -1.251
O 0.627 -3.202 -2.785
H 0.039 -2.795 -3.513
H -0.029 -3.025 -2.056
O -0.983 -2.573 -0.659
H -1.964 -2.675 -0.548
H -0.451 -2.958 0.035
O 2.661 -1.585 -2.599
H 1.932 -2.307 -2.730
H 3.488 -2.006 -2.463
O -3.542 -1.534 -0.808
H -3.519 -0.764 -1.325
H -4.438 -1.559 -0.363
O -3.417 1.871 -0.699
H -4.051 2.388 -0.413
H -2.933 1.490 0.113
O -2.523 3.278 1.553
H -2.609 3.211 0.488
H -1.810 2.732 1.677
O 4.079 0.381 1.686
H 4.690 0.855 1.146
H 3.603 -0.208 1.011
O 2.472 2.546 2.243
H 3.013 3.310 2.135
H 3.130 1.713 2.181
O 0.630 -2.962 1.490
H 1.003 -3.725 1.894
H 1.326 -2.309 1.333
O 2.166 -1.332 0.165
H 2.314 -1.700 -0.620
H 1.355 -0.759 0.132

---

No. 3
ORCA calculation (ωB97M-V/def2-TZVPD) on a 14-piece molecular cluster, C4H35NO15 overall at a distorted geometry.

Output
- net charge = 0

Element x y z (Å)
O 2.075 1.743 -2.544
C 1.832 2.168 -1.440
C 0.360 2.884 -1.284
C -0.583 1.660 -1.145
C -2.006 2.043 -0.854
O 0.025 0.772 -0.205
N 0.307 3.721 -0.121
H 2.330 1.637 -0.617
H -0.026 3.349 -2.200
H -0.619 1.020 -2.027
H -2.780 1.250 -0.876
H -2.540 2.602 -1.628
H -2.073 2.541 0.123
H -0.591 0.701 0.550
H 0.215 3.150 0.715
H 0.948 4.472 0.086
H -1.367 4.658 -1.114
H -1.513 5.869 -2.079
O -1.990 5.125 -1.683
H 0.535 -3.595 -0.255
H -0.072 -3.722 1.118
O 0.660 -4.091 0.587
H 0.900 0.195 2.232
H 2.196 -0.440 1.888
O 1.834 0.249 2.519
H 3.193 -1.915 1.327
H 4.263 -0.986 0.964
O 3.314 -1.092 0.799
H 3.070 2.352 3.262
H 2.626 1.788 1.893
O 3.245 2.428 2.320
H -1.096 0.299 3.024
H -1.733 -0.723 2.168
O -0.909 -0.166 2.193
H -0.536 -2.043 2.691
H -0.499 -3.161 3.839
O -0.551 -2.986 2.895
H 1.854 -3.304 3.077
H 1.874 -3.506 1.553
O 2.450 -3.310 2.322
H -1.287 -2.996 -0.307
H -2.647 -2.416 -0.989
O -2.257 -2.975 -0.308
H 0.542 -1.363 -0.324
H -0.224 -1.403 -1.613
O 0.258 -1.986 -1.009
H -3.243 -2.464 2.049
H -2.872 -1.772 0.829
O -3.147 -1.547 1.757
H 0.385 0.404 -4.558
H 1.168 -0.650 -3.830
O 0.341 -0.528 -4.313
H -2.397 -0.691 -3.779
H -1.197 -1.679 -4.060
O -2.047 -1.571 -3.615

---

No. 4
ORCA calculation (ωB97M-V/def2-TZVPD) on a 14-piece molecular cluster, C4H35NO16 overall at a distorted geometry.

Output
- net charge = 0

Element x y z (Å)
O 1.283 -2.330 0.441
C 0.906 -1.317 0.964
C 1.558 -0.723 2.168
C 0.652 0.329 2.911
O -0.716 -0.096 3.100
N 2.765 0.009 1.804
C 3.793 -0.797 1.197
O 3.868 -0.758 -0.235
H 0.154 -0.658 0.484
H 1.881 -1.334 3.020
H 0.956 0.495 3.941
H 0.656 1.169 2.217
H -0.937 -0.816 2.509
H 2.647 0.850 1.248
H 4.777 -0.392 1.501
H 3.798 -1.841 1.513
H 3.367 -0.012 -0.570
H 2.245 -0.485 -4.022
H 0.786 -0.013 -4.198
O 1.609 0.194 -3.736
H -2.250 4.189 0.323
H -1.904 2.874 1.142
O -2.072 3.244 0.238
H 0.261 -4.978 -0.902
H 0.335 -3.901 -1.786
O -0.361 -4.393 -1.338
H -0.536 3.468 -0.777
H -0.877 3.431 -2.235
O -0.101 3.338 -1.658
H -3.340 -0.029 -0.742
H -2.923 -1.311 0.053
O -3.447 -0.499 0.115
H -1.118 -1.534 -1.984
H -0.871 -0.233 -2.245
O -0.672 -1.061 -2.707
H 3.054 -4.114 -0.416
H 3.470 -2.800 -1.148
O 3.006 -3.642 -1.254
H -3.084 1.628 2.106
H -1.978 1.577 3.206
O -2.451 2.168 2.609
H -1.153 -3.458 0.001
H -2.436 -4.103 0.638
O -1.956 -3.274 0.502
H 0.608 1.762 -1.330
H 1.414 0.492 -1.837
O 1.102 0.966 -1.052
H 2.335 5.240 -2.227
H 2.059 3.811 -1.430
O 2.651 4.392 -1.915
H -4.991 -0.074 1.479
H -4.630 -0.540 2.909
O -4.662 0.239 2.328
H -3.101 2.295 -1.037
H -2.306 1.780 -2.175
O -3.126 1.576 -1.714

---

No. 5
ORCA calculation (ωB97M-V/def2-TZVPD) on a 14-piece molecular cluster, C4H35O14 overall at a distorted geometry.

Output
- net charge = -1

Element x y z (Å)
O 1.374 3.294 0.616
H 1.681 3.854 -0.102
H 0.902 2.453 0.295
H 2.145 3.050 1.303
C 1.676 -0.280 0.493
C 0.769 0.230 -0.661
C -0.020 -0.942 -1.250
O -0.119 1.199 -0.186
H 1.186 -0.975 1.171
H 1.996 0.602 1.053
H 2.561 -0.731 0.032
H 1.470 0.598 -1.436
H -0.597 -0.556 -2.095
H -0.783 -1.340 -0.578
H 0.622 -1.762 -1.585
C 3.249 2.218 3.221
O 3.468 2.693 1.940
H 2.241 2.513 3.568
H 3.229 1.115 3.349
H 3.987 2.589 3.955
O -2.937 -3.580 0.215
H -2.124 -3.465 0.732
H -3.645 -3.478 0.858
O -2.747 0.627 -4.426
H -1.959 0.951 -3.968
H -3.235 0.167 -3.739
O -0.162 1.610 -3.602
H -0.136 2.572 -3.614
H 0.134 1.369 -2.714
O -0.263 2.601 2.578
H -0.708 1.856 2.144
H -0.676 2.657 3.443
O 1.017 -4.139 -0.219
H 0.535 -4.776 -0.758
H 1.209 -3.407 -0.817
O -1.195 3.781 -1.455
H -1.027 2.894 -1.084
H -0.329 4.105 -1.715
O -3.422 -1.734 -1.768
H -4.222 -1.383 -1.361
H -3.040 -2.322 -1.085
O -0.665 -2.802 1.824
H -0.163 -3.435 1.281
H -0.161 -2.729 2.640
O -2.086 0.198 1.551
H -1.524 0.575 0.838
H -1.694 -0.667 1.719
O -2.668 0.988 -1.582
H -1.824 1.185 -1.124
H -2.795 0.034 -1.459
O 3.751 -3.098 1.471
H 3.568 -4.043 1.475
H 4.157 -2.932 0.615

---

No. 6
ORCA calculation (ωB97M-V/def2-TZVPD) on a 13-piece molecular cluster, C4H36N2O12 overall at a distorted geometry.

Output
- net charge = 0

Element x y z (Å)
C 2.050 -1.051 2.068
N 3.108 -0.185 1.664
C 1.962 -0.031 -0.561
C 2.778 0.694 0.541
C 2.156 1.981 1.176
N 1.322 2.774 0.216
H 2.174 -2.078 1.587
H 2.117 -1.464 3.100
H 1.016 -0.710 1.871
H 4.000 -0.662 1.655
H 1.422 0.605 -1.249
H 1.058 -0.506 -0.091
H 2.581 -0.850 -0.967
H 3.762 0.909 0.061
H 1.621 1.884 2.132
H 3.036 2.661 1.411
H 1.027 3.683 0.535
H 0.476 2.244 0.095
H 3.114 2.507 -2.734
H 1.914 2.555 -1.689
O 2.197 2.244 -2.621
H -2.162 0.524 -1.530
H -1.214 0.685 -0.310
O -1.637 1.181 -1.038
H -0.443 -2.491 -3.636
H -0.305 -1.277 -2.891
O -0.083 -2.221 -2.775
H -0.423 0.905 -2.566
H 0.883 0.915 -3.431
O 0.067 0.489 -3.266
H 1.388 -2.463 -0.840
H 1.171 -3.937 -0.375
O 1.641 -3.112 -0.168
H -2.895 3.296 0.990
H -2.396 2.149 0.112
O -2.837 2.348 0.945
H -1.888 -2.260 0.703
H -2.174 -2.803 2.151
O -2.232 -1.999 1.636
H -2.599 -2.044 -1.512
H -1.149 -2.546 -1.315
O -2.039 -2.619 -0.906
H -1.958 0.892 2.003
H -1.328 -0.408 1.627
O -1.151 0.534 1.550
H -4.096 0.514 0.528
H -3.572 -1.121 0.752
O -3.990 -0.380 0.210
H -3.937 -0.926 -2.928
H -3.907 -0.559 -1.341
O -3.372 -0.805 -2.172
H 0.531 0.647 3.571
H 1.988 0.997 3.766
O 1.225 0.692 4.254

---

No. 7
ORCA calculation (ωB97M-V/def2-TZVPD) on a 13-piece molecular cluster, C4H36N2O12S overall at a distorted geometry.

Output
- net charge = 0

Element x y z (Å)
N 0.479 0.376 1.071
C 1.810 0.615 0.639
C 2.485 -0.859 0.334
C 3.864 -0.960 -0.332
S 3.717 -0.974 -2.254
C 2.672 1.300 1.804
N 2.627 2.824 1.555
H 0.254 -0.614 1.028
H 0.217 0.785 1.972
H 1.857 1.139 -0.359
H 1.656 -1.498 -0.273
H 2.548 -1.351 1.343
H 4.368 -1.786 0.087
H 4.492 -0.128 0.033
H 2.569 -0.253 -2.622
H 3.765 0.918 1.787
H 2.161 0.976 2.700
H 3.552 3.195 1.649
H 1.873 3.197 1.864
H -3.939 2.982 0.667
H -3.062 2.819 1.923
O -3.304 3.457 1.176
H -1.833 0.851 3.678
H -1.341 2.244 4.346
O -1.733 1.887 3.586
H 0.178 -2.169 -4.101
H -0.349 -1.086 -3.338
O -0.441 -2.039 -3.498
H -2.309 0.748 -0.071
H -3.453 -0.054 0.595
O -3.044 0.777 0.442
H -0.753 -3.955 -1.000
H -0.362 -2.795 -1.998
O -0.517 -3.051 -1.079
H -2.214 -0.666 -2.056
H -2.002 -1.838 -1.140
O -2.294 -0.915 -1.129
H -0.894 2.339 -1.921
H 0.709 2.114 -1.530
O 0.122 2.514 -2.264
H -1.363 -2.471 0.968
H -2.860 -2.468 0.538
O -2.286 -2.702 1.245
H 0.748 -3.830 2.626
H -0.434 -3.428 3.258
O 0.460 -3.205 3.233
H -1.979 3.516 -1.621
H -2.406 3.153 -0.268
O -2.270 2.738 -1.224
H 0.004 1.156 -3.158
H -0.361 0.588 -4.715
O -0.312 0.502 -3.772
H -1.855 -0.290 2.249
H -2.271 -1.708 2.560
O -2.020 -0.928 2.947

---

No. 8
ORCA calculation (ωB97M-V/def2-TZVPD) on a 14-piece molecular cluster, C4H36N2O15 overall at a distorted geometry.

Output
- net charge = 0

Element x y z (Å)
N 0.301 0.036 0.448
C -0.855 -0.471 1.111
C -2.163 -0.001 0.508
C -3.404 -0.748 1.219
O -4.551 -0.909 0.407
C -0.929 0.080 2.445
N -1.375 -0.865 3.409
O -0.690 1.229 2.848
H 1.112 -0.564 0.445
H 0.074 0.374 -0.415
H -0.669 -1.623 1.150
H -2.331 1.111 0.529
H -2.280 -0.297 -0.578
H -3.726 -0.182 2.097
H -3.178 -1.733 1.682
H -4.319 -0.878 -0.606
H -1.359 -1.897 3.127
H -1.265 -0.729 4.465
H 3.384 1.679 -1.399
H 2.418 1.159 -0.354
O 2.577 1.079 -1.307
H 3.600 -0.499 -0.987
H 2.555 -1.456 -0.393
O 3.150 -1.362 -1.172
H 1.881 0.838 -3.253
H 0.962 2.267 -3.300
O 1.111 1.267 -3.594
H -0.042 1.041 -2.561
H -1.538 0.834 -2.625
O -0.735 0.680 -2.108
H 1.789 -2.648 -2.017
H 1.011 -3.070 -0.798
O 1.314 -3.360 -1.590
H -1.411 -3.285 -1.772
H -1.427 -4.642 -1.449
O -1.769 -3.846 -0.993
H -0.341 3.415 -1.422
H 0.332 4.092 -2.845
O -0.255 3.387 -2.517
H 3.073 -0.828 2.598
H 3.755 -2.064 2.031
O 3.010 -1.546 1.946
H -1.816 2.926 1.223
H -2.787 4.122 1.536
O -2.352 3.670 0.890
H 3.404 3.544 1.051
H 3.999 2.125 1.168
O 4.086 2.882 0.654
H 0.165 3.666 2.158
H 0.736 2.592 1.319
O 0.896 3.491 1.528
H 0.601 -1.099 -3.835
H 1.618 -1.049 -2.805
O 1.405 -1.577 -3.553
H -1.889 -3.248 0.940
H -1.760 -4.238 2.053
O -1.286 -3.474 1.702

---

No. 9
ORCA calculation (ωB97M-V/def2-TZVPD) on a 13-piece molecular cluster, C4H37N2O13 overall at a distorted geometry.

Output
- net charge = +1

Element x y z (Å)
C -0.321 -0.163 -3.101
O 0.966 -0.764 -3.125
C -0.982 -0.234 -1.708
C -0.119 0.418 -0.655
C -0.688 0.287 0.766
N -0.586 -1.158 1.104
N -2.344 0.321 -1.674
H -0.969 -0.705 -3.797
H -0.159 0.895 -3.328
H 0.972 -1.598 -2.607
H -1.077 -1.301 -1.510
H 0.039 1.500 -0.757
H 0.920 0.082 -0.579
H -1.726 0.537 0.915
H -0.172 0.867 1.519
H -1.245 -1.712 0.516
H -0.769 -1.392 2.101
H 0.346 -1.556 0.988
H -2.615 0.469 -2.637
H -2.360 1.183 -1.152
H 0.628 4.814 -1.207
H -0.526 3.802 -1.685
O 0.089 4.047 -0.988
H 2.039 2.580 1.749
H 3.053 1.688 2.522
O 2.379 1.678 1.834
H -0.566 -2.631 4.298
H -2.028 -2.254 3.904
O -1.104 -2.160 3.658
H 2.074 0.781 -2.742
H 2.494 1.987 -1.829
O 2.773 1.134 -2.169
H 3.550 -2.045 -0.193
H 3.501 -2.959 0.956
O 3.552 -3.008 -0.005
H -1.230 3.687 1.523
H -1.975 3.225 2.769
O -2.119 3.601 1.894
H -3.169 -1.137 -0.659
H -3.721 -1.788 0.611
O -3.014 -1.883 -0.043
H 2.121 -3.214 -1.085
H 1.655 -3.614 -2.593
O 1.464 -3.105 -1.802
H -0.403 1.121 4.444
H 0.707 0.755 3.431
O -0.210 1.030 3.508
H -0.445 -4.743 0.519
H -0.085 -3.751 -0.645
O -0.417 -3.813 0.267
H 3.462 -0.007 -0.618
H 3.127 0.399 0.817
O 3.631 -0.246 0.309
H -3.540 3.401 -0.956
H -2.247 3.545 -0.143
O -2.613 3.110 -0.931

---

We obtain HOMO energy values of -14.86 -9.04 -9.23 -9.31 -4.45 -8.03 -9.07 -9.53 -12.27 eV for the records listed above, in that order.
We obtain ΔE to the lowest compared entry with this formula, charge and spin values of 416.1 437.7 297.2 440.5 180.7 3.0 368.7 655.2 1.0 kJ/mol for the records listed above, in that order.